# 1
# C57H78N4O2P2PdSSi

C57H78N4O2P2PdSSi as an isolated structure (ωB97M-V/def2-TZVPD, the Open Molecules 2025 dataset).

Results
- E_tot: -111203.2512 eV
- Molar mass: 1079.80 g/mol
- Orbital gap (spin up / spin down): 6.46 / 7.33 eV

ORCA input file:
```
! wB97M-V def2-TZVPD RIJCOSX def2/J DEFGRID3
* xyz 0 3
H -4.53202 -0.71653 0.46235
H -2.88332 4.90703 1.48762
H 4.54903 0.00683 3.09628
H 1.34980 2.83384 0.66040
H -8.17189 3.42749 -0.55247
C 2.33632 -2.28131 -1.07334
H -3.48887 -4.70157 0.65395
H -3.53457 -5.88535 -0.68011
H -1.26757 -3.37856 -1.94956
H 2.51624 3.09986 -3.86794
C 3.58613 -2.83561 -0.83351
H 4.18905 -1.04950 0.71114
N -1.82219 1.01817 0.47707
C 1.90599 -1.24360 2.44727
C 1.15401 -1.69616 -5.35797
H -0.01732 1.55648 -1.52960
C 0.10910 0.62963 -3.49872
H 1.83654 4.74111 2.20675
C 5.57650 1.84106 2.58185
C 4.70139 -2.46101 -1.56466
H 4.20180 0.18888 -0.53719
H 2.51877 -0.17196 4.20765
H 2.16129 -1.37834 -5.09461
H -2.56768 -3.35705 -3.15738
H 6.49696 -0.03064 -0.17086
C -2.48993 3.67401 5.10854
C 1.18356 3.73384 3.99385
H -1.57384 1.06134 -2.21064
H 5.83151 2.31095 0.48943
H 0.16468 4.12157 3.95759
H 7.30834 1.78050 1.28541
H 1.76621 4.38916 4.64279
H 2.47864 -4.96016 -3.95957
H -5.73659 -4.23129 0.92811
H 5.66418 -2.90667 -1.35857
C 2.37240 -2.24790 4.59491
H -2.14282 6.46308 3.24479
H -5.47303 3.70654 2.74521
H -1.31369 2.85210 -3.96899
H 0.86968 -3.70738 -2.66139
Pd -0.40815 -0.74348 -0.28892
C 0.64559 -4.61408 -0.03529
C -4.74109 2.63526 1.04535
H 3.49258 1.88059 0.95440
C -2.77438 4.56281 2.50424
H 0.68303 1.88406 -5.13915
H 0.75818 4.22088 -2.27016
H 3.66926 1.48540 3.49614
C -7.21491 3.20237 -0.10439
H 0.20982 -4.90861 -0.98334
H -6.78106 -3.41115 -0.23402
H 0.00579 -4.99064 0.75661
P 1.79697 0.20647 1.32662
C -5.03369 2.20510 -0.24519
H 0.26343 -3.24547 -6.54671
C 5.94647 0.18689 0.74645
C -3.70354 -2.68324 -0.88398
H -0.67457 -2.18583 -4.36166
C 2.20695 -1.34828 -2.11644
H 6.26809 1.56604 3.38154
H 0.36731 0.37245 4.02978
C 1.16184 1.46230 -4.25132
H 3.68571 -3.56871 -0.04551
H -6.47504 2.16021 -1.81961
C -3.02936 3.22575 2.80142
C -6.26310 2.49000 -0.81338
H 3.27094 -0.14284 -3.54616
Si 0.87111 -2.68059 0.14804
N -3.38764 0.88912 2.06954
C -3.05642 -4.97700 -0.30277
C 0.66859 1.45475 2.17727
H -5.56499 -1.71016 1.51447
C 2.28866 -1.13212 3.78080
H -1.86517 5.67356 5.56785
N -4.85358 -2.66327 -0.17889
C 6.23279 1.60625 1.21820
H 2.16047 -4.37815 4.69904
H 1.63476 -2.45835 -7.31737
C 3.57605 0.88458 1.40370
H -4.29788 1.65926 -0.81772
H 0.63542 -0.85520 -5.81859
H -3.09462 1.76607 4.38505
H -2.38835 3.32057 6.12559
H -6.20312 -1.05495 -0.01433
O -1.97497 3.25303 -0.04095
C -3.41818 2.28031 1.68764
H 5.34726 2.90355 2.69824
H 6.30222 -0.51106 1.50708
C -2.18094 -3.88638 -2.28709
C 1.66653 2.61240 -3.38597
S -3.00059 -1.25266 -1.42518
H 1.86349 -4.90580 -6.23002
H -3.97872 0.47096 2.76359
H -1.44341 3.47281 -2.31720
C 1.59814 -2.50296 1.92028
C -0.80664 2.91630 -3.00202
O -2.15976 -0.98177 1.55874
H -5.54149 -4.53787 -0.81142
N -3.18967 -3.88737 -1.25175
C 3.33961 -0.92205 -2.80278
C -2.20524 4.99265 4.79887
C -5.76480 -3.77879 -0.06781
H 1.60822 -5.10909 0.04512
C 2.19780 -3.96614 -4.31131
H 3.20780 -3.76933 -6.20047
C 4.44136 -0.00741 0.50802
H 1.99568 0.85942 -4.60309
C 2.08899 -3.49797 4.07559
H 2.64427 -2.13224 5.63326
P 0.48455 -0.99203 -2.62981
C 1.77748 3.72106 2.59087
H 2.79062 3.32225 2.63214
H 2.18712 1.95641 4.67301
C 1.16167 2.32144 4.56459
H 0.71656 2.32480 5.56431
H 2.00960 2.21147 -2.43034
C 0.90874 2.88111 1.66321
C -6.92253 3.64380 1.17485
H 0.09777 -4.31984 -4.12598
C 1.70966 -3.61235 2.75145
H -1.95609 -4.91665 -2.56037
H -0.25133 1.12146 1.68444
C -0.60544 1.50770 -2.46076
C -2.89285 2.79440 4.11741
C 0.82858 -3.60318 -3.74533
H -0.64578 0.29123 -4.22645
H 2.94066 -3.26973 -3.92622
H -1.99788 -5.18614 -0.14264
C 4.58133 -1.47135 -2.52423
C -5.69549 3.35874 1.74669
C 4.29451 1.00882 2.74419
H -0.05750 3.38278 1.56250
C 0.33339 1.40379 3.67048
C 1.26045 -2.83962 -6.36549
H -0.70778 1.72998 3.76052
C -2.43243 0.20602 1.37637
H 0.49537 4.31837 -4.00607
H 1.49528 -4.59198 2.35776
C -2.30241 2.26286 0.57804
C -5.31767 -1.46817 0.47762
C 0.54284 3.62801 -3.15977
H -7.65184 4.21461 1.72933
C -2.35621 5.43451 3.49355
C 2.19082 -3.93947 -5.84182
C 0.39588 -2.17475 -4.11555
H 5.45140 -1.12442 -3.06498
*
```

Löwdin atomic charge list, values in e, 99 entries: 0.01, 0.12, 0.11, 0.10, 0.10, -0.33, 0.09, 0.10, 0.02, 0.11, -0.12, 0.09, 0.07, -0.36, -0.20, 0.08, -0.41, 0.11, -0.18, -0.09, 0.10, 0.08, 0.10, 0.08, 0.10, -0.09, -0.19, 0.06, 0.11, 0.09, 0.11, 0.11, 0.12, 0.09, 0.11, -0.07, 0.10, 0.12, 0.11, 0.06, 0.50, -0.21, -0.13, 0.10, -0.02, 0.12, 0.11, 0.07, -0.09, -0.01, 0.09, 0.01, 1.14, -0.02, 0.11, -0.19, -0.70, 0.10, -0.38, 0.11, 0.10, -0.20, 0.11, 0.10, -0.16, -0.07, 0.09, 0.61, 0.16, -0.04, -0.41, 0.10, -0.11, 0.10, -0.19, -0.20, 0.10, 0.11, -0.40, 0.10, 0.11, 0.11, 0.10, 0.10, 0.06, -0.26, 0.10, 0.11, -0.13, -0.20, 0.75, 0.11, 0.15, 0.09, -0.29, -0.19, -0.04, 0.09, -0.20

***

# 2
# C6H12NS

An isolated ion of composition C6H12NS and charge +1 (ωB97M-V/def2-TZVPD, the Open Molecules 2025 dataset).

Results
- E_tot: -18729.8140 eV
- Molar mass: 130.24 g/mol
- Orbital gap (spin up / spin down): 6.33 / 9.53 eV

ORCA input file:
```
! wB97M-V def2-TZVPD RIJCOSX def2/J DEFGRID3
* xyz 1 1
C -1.47734 -0.22079 -0.20434
H 3.36831 -1.93764 0.27668
H -1.93310 1.61125 0.77554
H -2.15367 1.14859 -1.70765
H 0.33435 2.29041 1.35770
H 0.36557 1.87703 -0.35272
C 2.08751 -0.28574 0.26171
C -2.34529 0.16955 -1.35843
H -1.02355 0.54267 1.80570
C 1.25746 0.35349 1.03313
C 0.25630 1.37231 0.61910
C 2.99063 -1.11498 -0.42950
H -1.17276 -2.41596 -0.32639
H 3.98815 -0.66217 -0.65757
H -3.43209 -0.03827 -1.20122
S -1.86888 -1.75609 0.57541
H 2.42599 -1.60150 -1.27012
N -1.11284 0.88509 0.82163
H 1.31032 0.23942 2.14087
H -1.86504 -0.45666 -2.15952
*
```

For each atom in turn, the natural (NBO) charge in e is: 0.09, 0.26, 0.45, 0.23, 0.23, 0.25, 0.24, -0.74, 0.45, -0.41, -0.25, -0.75, 0.16, 0.28, 0.26, 0.07, 0.26, -0.59, 0.22, 0.27

***

# 3
# C14H30F3MgNO9S2

C14H30F3MgNO9S2 as an isolated structure (ωB97M-V/def2-TZVPD, the Open Molecules 2025 dataset).

Results
- E_tot: -70188.4574 eV
- Molar mass: 501.82 g/mol
- Orbital gap: 7.90 eV

ORCA input file:
```
! wB97M-V def2-TZVPD RIJCOSX def2/J DEFGRID3
* xyz 0 1
C -0.47077 -14.15735 -28.32875
O -1.41784 -14.54007 -27.68308
C 0.22992 -15.02290 -29.32400
H -3.93926 -14.96284 -29.28366
H 2.15104 -15.45066 -26.38146
O -2.68282 -16.75745 -24.49301
H -0.27296 -14.54609 -22.67220
H -0.36147 -12.81309 -22.28356
H -0.31217 -12.42358 -27.07692
H -0.49558 -18.81294 -24.84583
O -3.19450 -16.83812 -27.54854
C -5.48765 -14.10079 -23.84984
C -3.19188 -14.88610 -31.28073
H -2.77242 -18.34484 -28.72982
H -3.54891 -15.13492 -32.28033
H -4.89478 -13.21391 -23.61665
C -6.06008 -15.99051 -25.64510
F -5.10716 -18.72552 -29.96120
S -5.34010 -14.33096 -25.67562
C -4.89713 -18.11691 -28.78300
H -1.70268 -13.84560 -21.94271
F -5.06236 -19.07200 -27.84556
H -2.10050 -14.85656 -31.25444
H -4.87673 -15.82788 -30.50733
C -3.48720 -17.51851 -28.66952
C 0.19079 -12.86115 -27.93534
H -2.79473 -11.80934 -23.99774
C -1.39271 -13.34416 -24.05779
O -2.33374 -18.24603 -22.96744
C -3.86332 -15.63828 -30.13914
O -1.55298 -14.18242 -24.91044
H -1.12365 -11.19917 -23.82851
H 0.20554 -12.11610 -28.72971
N -2.93339 -17.22423 -23.35361
Mg -2.32316 -15.66776 -26.20039
C 2.06526 -16.26771 -25.66242
H 0.85961 -14.46032 -30.01592
O -3.87922 -14.63533 -25.90492
H 2.99752 -16.82938 -25.70714
H -1.71684 -11.68888 -25.42079
H 0.48787 -17.70532 -23.89738
O -3.78426 -16.67520 -22.61555
H -6.00368 -16.45204 -26.62837
H -5.46989 -16.61216 -24.97024
H 0.90202 -15.76032 -28.87766
O -0.60138 -16.46884 -26.17279
S 0.65996 -17.28928 -26.27595
C 0.47240 -18.31684 -24.79778
H -5.14581 -14.99354 -23.32736
H -6.48102 -13.80808 -23.50360
F -5.91187 -17.23522 -28.62593
H -0.46314 -15.60843 -29.92873
C -0.91571 -13.66712 -22.67790
H 1.91068 -15.83641 -24.67564
H -3.36051 -13.80070 -31.25574
H -7.07614 -15.93268 -25.25344
O -3.12128 -16.79925 -29.85276
C -1.76722 -11.90132 -24.35652
H 1.27159 -19.05594 -24.71494
H 1.18629 -13.18190 -27.61460
*
```

For each atom in turn, the natural (NBO) charge in e is: 0.65, -0.60, -0.74, 0.18, 0.22, -0.64, 0.24, 0.22, 0.23, 0.29, -1.01, -0.82, -0.62, 0.14, 0.21, 0.22, -0.82, -0.33, 1.26, 0.92, 0.27, -0.33, 0.20, 0.17, 0.32, -0.71, 0.24, 0.64, -0.50, -0.08, -0.61, 0.22, 0.24, 0.73, 1.79, -0.81, 0.22, -1.09, 0.24, 0.23, 0.24, -0.53, 0.27, 0.26, 0.24, -1.07, 1.27, -0.81, 0.28, 0.23, -0.34, 0.27, -0.73, 0.24, 0.20, 0.22, -0.55, -0.72, 0.22, 0.23

***

# 4
# C20H18N4OS

One molecule with the formula C20H18N4OS (ωB97M-V/def2-TZVPD, the Open Molecules 2025 dataset).

Results
- E_tot: -39875.4855 eV
- Molar mass: 362.46 g/mol
- Orbital gap: 8.94 eV
- SMILES string: Cc1nn(Cc2ccccc2)c2sc(C(=O)NCc3cccnc3)cc12

ORCA input file:
```
! wB97M-V def2-TZVPD RIJCOSX def2/J DEFGRID3
* xyz 0 1
H -4.74250 -1.57759 1.52844
C -4.66866 2.73613 0.19770
C -4.53853 0.37492 0.62704
H 7.88021 -1.09056 1.42673
C -5.76221 1.19220 -1.27404
C 4.89976 -0.05185 0.76440
C -5.44275 2.49373 -0.92374
C -0.95624 -1.72412 -0.32904
C 0.31032 -1.20245 -0.67527
H 3.92406 -0.14776 1.22389
H 4.13174 1.56617 -2.12438
H -2.42460 -4.78355 -1.01752
C -4.21544 1.68020 0.96948
O 1.56043 2.10052 0.24444
N 5.88759 -0.66492 1.38828
C 7.38842 0.13545 -0.27845
H 6.52362 1.32772 -1.84191
C 6.34551 0.76867 -0.93345
H 2.70678 -0.36421 -1.35215
S -0.89384 0.68089 0.71332
C -5.30985 0.13664 -0.50339
H -3.66861 -0.45411 2.41252
N -2.87920 -1.37196 0.72697
C -1.55813 -4.13874 -1.12896
H 3.67107 2.30334 -0.57070
H -0.68534 -4.63144 -0.70210
H -5.79519 3.31764 -1.52638
C 1.60688 1.00142 -0.27898
H -4.41195 3.74856 0.47097
C 7.10396 -0.57247 0.87950
C 5.06172 0.68150 -0.40856
C -1.70270 -0.80332 0.42494
N 2.68280 0.57491 -0.99211
N -2.94437 -2.60516 0.19196
H -6.36332 0.99948 -2.15040
C -1.81170 -2.84894 -0.43829
C -3.99731 -0.78667 1.42242
H -5.54893 -0.88076 -0.77758
C 3.89383 1.35524 -1.07495
C 0.48572 0.06279 -0.19255
H 8.39628 0.18665 -0.66037
H -1.36854 -3.96964 -2.18834
H -3.60546 1.87144 1.84035
H 1.04047 -1.74583 -1.24878
*
```

For each atom in turn, the natural (NBO) charge in e is: 0.24, -0.20, 0.04, 0.19, -0.19, 0.04, -0.21, -0.20, -0.17, 0.20, 0.20, 0.24, -0.24, -0.62, -0.41, -0.25, 0.21, -0.16, 0.39, 0.46, -0.24, 0.21, -0.18, -0.64, 0.26, 0.22, 0.21, 0.65, 0.22, 0.03, -0.08, -0.01, -0.60, -0.26, 0.21, 0.17, -0.25, 0.22, -0.25, -0.31, 0.22, 0.22, 0.21, 0.22